Formula: C24H20N9RuS
Source: OMol25
Level of theory: ωB97M-V/def2-TZVPD

Calculated values
* total charge: +3
* ΔE to the lowest compared entry with this formula, charge and spin: 0.0 kcal per mole
* HOMO energy (alpha / beta): -17.4 / -17.4 eV

Geometry as XYZ:
```
55
Properties=species:S:1:pos:R:3:forces:R:3:nbo_charge:R:1
Ru 1.209014 -0.630202 -0.099230 -0.480 -0.005 0.421 0.8171
N 3.207075 0.198935 -3.803450 0.012 0.012 -0.004 -0.7252
C 2.844375 0.088979 -2.536418 -0.005 0.065 0.175 0.3161
S 1.599350 -1.169773 -2.156245 0.249 -0.305 -0.351 0.1795
N 3.386548 0.797646 -1.590929 -0.107 -0.034 -0.164 -0.3491
N 2.891833 0.465044 -0.366098 0.251 0.252 0.034 -0.2180
C 3.631664 0.652621 0.668715 -0.066 -0.081 -0.047 0.1004
C 3.114728 0.142470 1.937582 -0.044 0.089 -0.045 0.1408
C 3.761440 0.307978 3.143598 -0.032 -0.010 0.008 -0.1721
C 3.195602 -0.245394 4.290912 -0.024 -0.006 -0.031 -0.0680
C 2.005853 -0.949992 4.189777 0.017 0.014 -0.006 -0.2124
C 1.415445 -1.095967 2.946236 -0.018 -0.050 0.017 0.0926
N 1.948872 -0.560247 1.841131 0.245 -0.140 -0.100 -0.4770
H 2.813183 -0.380926 -4.526846 0.004 0.015 0.013 0.4342
H 3.961814 0.824585 -4.052423 -0.009 -0.006 0.002 0.4484
H 4.609865 1.111876 0.574952 0.000 -0.003 -0.004 0.2651
H 4.694535 0.853554 3.186986 0.002 0.004 -0.002 0.2709
H 3.683949 -0.127368 5.249306 0.003 0.000 0.005 0.2734
H 1.537306 -1.390342 5.058550 -0.001 -0.001 0.003 0.2736
H 0.493385 -1.649000 2.821459 0.006 0.011 0.007 0.2258
C -0.001208 4.726374 -1.067910 0.036 -0.019 0.032 -0.1090
C 0.960256 4.157789 -0.239332 -0.021 0.031 -0.028 -0.1783
C 0.915410 2.807795 0.052986 0.018 -0.027 0.161 -0.2147
C -0.095732 2.018437 -0.489620 0.013 -0.017 -0.003 0.1159
C -1.076974 2.589971 -1.306888 0.020 -0.045 -0.149 -0.2299
C -1.018541 3.940113 -1.597394 -0.002 -0.034 0.001 -0.1800
N -0.124387 0.617410 -0.204804 -0.010 0.110 0.023 -0.1687
N -1.446002 0.096700 -0.157723 -0.040 -0.034 0.063 -0.0488
C -1.371994 -2.240377 -0.494375 0.141 0.033 -0.012 0.3680
C -2.133410 -3.372203 -0.712090 0.001 0.012 0.010 -0.2457
C -1.641573 -4.581466 -0.243327 0.011 0.002 0.001 -0.0716
C -0.433216 -4.607606 0.443343 -0.015 0.004 -0.007 -0.2209
C 0.257010 -3.427471 0.615672 -0.043 0.016 0.003 0.0703
N -0.192094 -2.249976 0.137294 -0.008 0.069 -0.069 -0.5018
H 0.034568 5.783872 -1.290794 0.004 0.009 -0.005 0.2581
H 1.735567 4.774920 0.192980 0.002 0.003 0.007 0.2542
H 1.630750 2.380724 0.738965 0.007 -0.014 0.014 0.2173
H -1.853965 1.982789 -1.752171 -0.032 0.009 0.005 0.2177
H -1.764563 4.381806 -2.243402 -0.011 -0.002 -0.001 0.2562
H -3.088023 -3.306359 -1.216183 -0.008 -0.004 -0.003 0.2630
H -2.206512 -5.491702 -0.395314 -0.005 -0.002 0.002 0.2715
H -0.027892 -5.529960 0.833433 0.004 -0.006 0.002 0.2747
H 1.210657 -3.409625 1.129326 0.003 -0.001 -0.014 0.2245
N -6.933039 0.433210 -0.443119 -0.047 -0.009 -0.007 -0.0692
C -5.790826 0.311378 -0.475055 0.031 0.014 0.015 0.1741
C -4.367447 0.164342 -0.523148 0.018 0.000 -0.001 0.0628
C -3.684999 0.375454 0.657461 0.010 0.002 0.023 -0.2817
C -2.300441 0.563497 0.732973 -0.078 0.044 -0.097 0.2329
N -1.755212 -0.972669 -0.971228 -0.025 -0.016 0.109 -0.3135
C -2.646788 -0.743874 -2.028317 -0.007 0.025 0.023 0.0989
C -3.829769 -0.138064 -1.827698 0.020 -0.020 -0.012 -0.2429
H -4.258268 0.631459 1.538713 0.004 0.001 0.003 0.2920
H -1.874721 1.192341 1.509400 -0.005 0.027 -0.013 0.2632
H -2.352639 -1.123810 -3.000962 0.012 0.011 -0.009 0.2549
H -4.479806 0.020307 -2.679262 -0.002 0.006 0.001 0.2907
```
Positions in Å, forces in eV/Å.

=====

Formula: H10O5
Source: OMol25
Level of theory: ωB97M-V/def2-TZVPD

Calculated values
* SMILES: O.O.O.O.O
* total charge: 0
* ΔE to the lowest compared entry with this formula, charge and spin: 37.5 kcal per mole
* HOMO energy: -11.1 eV

Geometry as XYZ:
```
15
Properties=species:S:1:pos:R:3:forces:R:3:nbo_charge:R:1
O -0.929911 2.368070 -0.487425 2.512 0.388 2.036 -0.9517
O 2.609617 1.492173 -0.029595 -1.645 -1.392 1.554 -0.9495
O 1.825738 -1.534821 -1.140709 -1.950 0.645 0.481 -0.9457
O -1.179535 -0.096581 2.675473 -3.200 -0.053 -0.293 -0.9292
O -1.426724 -1.783595 -0.866855 0.848 0.007 1.893 -0.9331
H 0.035811 2.720530 -0.404404 -2.430 -0.910 -0.490 0.4793
H 2.217450 1.472135 0.890224 0.891 0.530 -1.206 0.4619
H 2.086543 -1.454577 -2.049999 0.437 0.020 -0.705 0.4681
H -2.151756 0.185914 2.790793 2.256 0.075 0.205 0.4617
H -2.271988 -2.177423 -0.759889 -1.188 -0.693 0.660 0.4699
H -1.059128 2.030478 0.446288 0.011 0.396 -1.550 0.4714
H 2.253848 0.606402 -0.297449 0.709 0.750 -0.353 0.4837
H 0.852760 -1.304172 -1.178851 1.464 -0.546 0.363 0.4811
H -1.421220 -0.904178 2.184805 0.975 0.058 0.007 0.4678
H -1.441506 -1.620355 -1.772406 0.311 0.723 -2.602 0.4644
```
Positions in Å, forces in eV/Å.